1.
Molecular formula: C26H72N12O11
Method: DFT, ωB97M-V/def2-TZVPD

Geometry as XYZ:
```
121
Properties=species:S:1:pos:R:3:forces:R:3
C -18.325005 1.616673 1.572506 1.4 -0.3 -0.6
O -17.678678 2.362197 2.313532 -0.5 -0.1 0.1
N -17.725668 0.742165 0.715480 0.0 -0.3 -0.2
N -19.663822 1.510014 1.513970 -1.0 1.2 1.2
H -18.376592 0.230768 0.134760 0.4 -0.4 -0.4
H -16.730191 0.557068 0.661598 -0.4 0.2 0.0
H -20.170727 1.127715 0.733981 0.3 -0.2 -0.1
H -20.153164 2.197166 2.092130 -0.4 -0.2 -0.4
C -18.976527 -1.376904 -1.897805 1.9 0.7 2.1
O -19.555571 -0.429165 -1.345007 -0.8 0.2 -0.4
N -18.963664 -2.602395 -1.336383 -0.6 -0.2 -1.0
N -17.999939 -1.087522 -2.800617 -0.7 0.1 -0.3
H -18.419588 -3.313138 -1.791565 -0.1 -0.2 0.4
H -19.346252 -2.688884 -0.397965 0.1 -0.2 -0.2
H -17.501111 -1.774242 -3.337033 -0.1 0.1 -0.1
H -18.065993 -0.121548 -3.082375 0.3 -0.1 -0.9
C -17.741174 2.669337 -3.505296 -0.7 0.1 -1.5
O -18.070547 1.795971 -4.320441 0.4 0.2 0.7
N -18.098828 2.615489 -2.215043 -0.2 -1.0 0.3
N -17.167514 3.828933 -3.912682 0.3 0.0 -0.3
H -18.480965 1.698726 -2.011499 0.0 0.3 0.8
H -17.665262 3.195052 -1.522272 0.0 -0.1 0.2
H -16.749876 4.467916 -3.251911 0.1 0.1 -0.1
H -17.048014 3.892654 -4.908376 0.4 0.2 0.1
C -18.427836 -2.688240 2.363035 -0.8 -0.6 -1.2
O -19.227675 -2.762512 1.422636 0.4 0.6 0.7
N -17.896857 -3.812401 2.892714 0.7 -0.2 0.8
N -17.986036 -1.546218 2.931104 -0.5 0.7 -0.5
H -17.483826 -3.639440 3.793051 0.1 -0.8 0.1
H -18.316035 -4.701274 2.683924 -0.1 0.1 0.1
H -18.087596 -0.722184 2.347677 0.1 0.1 0.3
H -17.292024 -1.541998 3.652082 0.2 0.0 -0.1
C -23.468759 -2.064285 5.433317 0.6 -1.4 -0.3
O -23.233434 -1.035242 4.528514 -0.1 1.4 0.5
C -22.424390 -1.308818 3.412524 -0.1 -0.2 -0.4
C -22.519979 -0.159474 2.390004 -0.2 -0.8 0.5
N -23.639398 -0.325416 1.459847 0.6 1.0 -0.2
C -23.151954 -0.928712 0.191640 -1.7 -0.1 0.9
C -24.190753 -0.932864 -0.951222 1.0 -1.1 0.6
O -24.757052 -2.232993 -1.076604 -0.5 -0.5 0.0
C -25.867977 -2.452127 -0.247819 -0.9 0.0 0.0
H -23.806172 -1.720984 6.408906 -0.4 0.4 -0.3
H -22.571606 -2.657063 5.663889 0.3 0.2 -0.2
H -24.157802 -2.783273 4.972965 -0.3 0.0 0.4
H -22.786410 -2.235175 2.944295 0.1 -0.1 -0.2
H -21.371449 -1.475274 3.667739 0.0 0.0 0.4
H -21.578899 -0.237019 1.848488 0.0 0.6 0.0
H -22.661719 0.784331 2.920854 0.5 0.0 0.0
H -24.275653 -0.898338 2.001212 -0.5 -0.3 -0.8
H -22.947212 -1.961820 0.485126 0.8 -0.2 -1.0
H -22.300243 -0.371029 -0.191538 0.3 -0.1 0.5
H -23.622874 -0.828673 -1.875520 -0.3 0.4 -0.1
H -24.939025 -0.152915 -0.795825 0.0 0.0 -0.2
H -26.370202 -3.411127 -0.400427 0.5 -0.2 -0.7
H -26.625631 -1.707087 -0.510906 -0.1 0.2 0.5
H -25.685645 -2.498329 0.831854 0.4 0.6 0.0
C -14.052741 -6.362157 1.471371 0.6 -0.6 1.6
O -13.528585 -5.667548 0.395824 0.6 -0.4 -0.9
C -14.404041 -4.774259 -0.233576 -0.2 0.3 -0.3
C -13.695904 -4.089949 -1.387224 1.3 1.4 0.8
N -14.468511 -2.988619 -1.959494 -2.3 1.0 -0.1
C -15.205408 -2.082911 -1.030271 0.3 -0.7 0.6
C -14.287137 -1.360945 -0.042755 -0.5 0.8 -0.8
O -15.031798 -0.224264 0.400701 0.5 0.1 0.8
C -14.150470 0.707342 1.038128 0.3 -1.0 -0.2
H -13.235393 -6.788220 2.065159 0.4 0.2 -0.4
H -14.633494 -7.268241 1.268403 -0.6 0.5 -0.6
H -14.524050 -5.695246 2.199998 -0.6 0.0 -0.2
H -14.710207 -4.066097 0.540701 -0.5 0.1 -0.2
H -15.247991 -5.259706 -0.742363 -0.4 -0.2 0.7
H -13.419394 -4.874063 -2.092011 -0.2 0.3 -0.4
H -12.771007 -3.611758 -1.037641 0.3 -0.7 0.3
H -13.954599 -2.265806 -2.443944 0.9 -1.0 -0.6
H -16.045371 -2.570602 -0.534426 0.2 -0.3 0.2
H -15.688355 -1.254114 -1.548468 0.2 -0.3 -0.6
H -13.451222 -0.950910 -0.625224 0.2 -0.2 0.0
H -13.854694 -1.953152 0.768712 -0.3 0.0 0.2
H -13.603775 0.146936 1.802976 0.1 0.3 0.2
H -14.673182 1.543603 1.495523 -0.3 -0.1 -0.2
H -13.419343 1.035833 0.294368 0.0 0.3 0.1
C -15.764676 4.508883 -0.238210 -0.7 -0.3 -1.0
O -16.373313 5.358257 -1.209395 -0.2 -0.1 -0.1
C -17.531569 6.055380 -0.724740 1.3 1.1 -0.4
C -18.192866 6.792426 -1.919821 -1.4 -0.6 0.8
N -19.062062 6.075997 -2.834933 -0.3 -0.5 -0.4
C -20.215792 5.447254 -2.198367 -0.1 -0.5 0.1
C -20.961872 4.501074 -3.175985 1.5 0.2 0.2
O -21.908869 3.699125 -2.533028 -1.3 0.9 0.2
C -21.428264 2.504257 -1.945797 0.5 0.0 -1.7
H -14.873423 4.095574 -0.709148 0.2 0.2 0.2
H -16.446525 3.664509 -0.105530 0.1 -0.1 0.8
H -15.555601 5.020997 0.700338 0.0 0.0 0.0
H -17.161895 6.886493 -0.109058 0.1 0.0 0.2
H -18.098352 5.443463 -0.020218 -0.5 -0.3 -0.5
H -17.432632 7.373965 -2.437706 0.1 -0.2 -0.1
H -18.901047 7.501818 -1.478509 0.4 0.3 0.3
H -18.614824 5.371408 -3.411742 0.3 0.2 0.2
H -20.930797 6.190704 -1.834972 0.0 0.2 -0.2
H -19.931061 4.885985 -1.299542 0.1 -0.3 0.0
H -20.259385 3.848217 -3.710907 0.3 0.0 0.2
H -21.341575 5.156802 -3.961152 -0.9 -0.3 0.1
H -20.527967 2.697082 -1.360639 -0.3 -0.2 0.5
H -21.132387 1.858542 -2.784637 0.2 -0.2 0.2
H -22.254206 1.989866 -1.462374 0.1 0.3 0.5
C -20.873937 5.608465 2.240514 -0.8 2.0 0.1
C -20.529153 4.703528 3.359830 1.5 -2.4 -0.7
C -20.537241 5.174672 4.816960 0.7 0.5 -1.6
O -21.846089 5.438425 5.176232 -0.6 0.3 0.9
C -22.053227 5.741178 6.559377 -0.7 -0.3 -0.5
N -21.252337 3.414500 3.161431 -0.1 0.6 1.0
H -20.154970 6.434627 2.274107 -0.4 0.3 -0.1
H -21.893996 5.987348 2.375365 0.1 0.3 -0.1
H -20.836234 5.215057 1.227060 0.2 -0.6 0.2
H -19.491123 4.425988 3.122725 0.1 0.0 0.5
H -19.901498 6.070797 4.874208 0.0 0.1 0.2
H -20.039833 4.384342 5.393597 -0.3 0.0 0.3
H -21.159068 5.561357 7.153603 0.0 -0.1 0.1
H -22.889553 5.113623 6.871481 0.3 -0.2 0.3
H -22.422046 6.755299 6.724367 0.4 0.3 -0.3
H -20.990496 2.856413 3.973945 -0.2 -0.3 -0.1
H -22.237559 3.625153 3.312492 -0.1 -0.2 -0.1
```
Forces are in eV/Å.

Calculated values
SMILES: COC[C@H](C)N.COCCNCCOC.COCCNCCOC.COCCNCCOC.NC(N)=O.NC(N)=O.NC(N)=O.NC(N)=O
Net charge: 0
Highest occupied orbital energy (eV): -8.3

2.
Molecular formula: C26H72N6O7
Method: DFT, ωB97M-V/def2-TZVPD

Geometry as XYZ:
```
111
Properties=species:S:1:pos:R:3:forces:R:3
C 2.705724 5.037333 -7.015927 1.2 -0.6 -0.3
C 1.624088 5.344202 -6.025736 -0.1 -2.5 0.3
C 1.795915 4.712014 -4.597361 0.3 1.5 -0.4
O 1.866387 3.335512 -4.662593 -0.5 -2.4 0.4
C 1.501809 2.630272 -3.455614 0.0 0.2 -0.7
N 1.565295 6.745357 -6.056939 -0.9 2.6 0.9
H 3.018502 3.996773 -7.102629 -0.4 -0.1 -0.1
H 3.612502 5.585343 -6.759926 0.0 0.1 0.2
H 2.401854 5.445511 -7.979850 0.0 -0.3 -0.2
H 0.687590 4.978832 -6.447151 -0.2 -0.8 0.3
H 0.975111 5.027215 -3.953138 -0.4 0.2 0.0
H 2.706813 5.063923 -4.113081 0.3 0.5 -0.1
H 2.283740 2.612620 -2.696420 0.2 0.7 0.2
H 1.325095 1.566743 -3.616206 0.1 0.0 -0.9
H 0.550099 2.998476 -3.072511 0.1 0.4 0.3
H 1.069715 6.978859 -6.905454 0.4 0.3 -0.6
H 0.873833 7.079895 -5.401141 0.0 0.2 0.7
C 8.673471 -2.308345 2.039575 -1.2 0.1 0.7
C 7.386263 -2.765426 1.310760 0.6 1.7 -0.9
C 6.350902 -1.616198 1.021670 0.3 -1.1 -0.2
O 5.110686 -2.236948 0.657989 -1.0 -0.2 0.7
C 4.096104 -1.316695 0.263524 1.4 1.4 -1.2
N 7.835387 -3.382861 0.058881 -1.0 -0.8 0.0
H 9.032636 -3.208052 2.539214 0.4 0.3 0.0
H 8.362018 -1.579166 2.787505 0.2 0.0 0.4
H 9.467632 -1.828258 1.467805 -0.3 -0.3 -0.4
H 6.883076 -3.463702 1.979573 0.0 -0.3 -0.4
H 6.733880 -1.065960 0.162214 0.0 0.4 -0.1
H 6.209510 -0.932397 1.858644 0.0 0.1 0.2
H 3.937284 -0.467502 0.928168 0.1 -0.2 0.8
H 3.111549 -1.632963 -0.081041 0.3 -1.2 0.6
H 4.505525 -0.814877 -0.613197 0.0 0.3 -0.4
H 7.026042 -3.756151 -0.416214 -0.3 -0.6 0.0
H 8.128334 -2.692579 -0.617724 0.5 0.5 0.3
C 0.164171 -1.520658 3.830885 -0.3 -0.2 -0.6
C 1.174857 -1.911792 4.914514 0.0 -1.0 -2.3
C 1.249813 -3.457918 5.138386 0.7 1.0 0.1
O 2.257288 -3.708584 6.081585 0.5 2.3 -1.1
C 2.216131 -4.873412 6.828255 -1.3 -0.6 0.4
N 2.476129 -1.364784 4.541025 -1.2 0.1 3.4
H 0.026670 -0.463825 3.602207 0.3 0.2 0.5
H -0.836072 -1.924085 3.988578 0.1 -0.1 0.4
H 0.508724 -1.934883 2.883361 0.0 -0.2 -0.1
H 0.920476 -1.477931 5.881554 0.1 0.5 0.6
H 1.568248 -3.849520 4.172284 -0.3 -0.4 -0.2
H 0.256087 -3.812001 5.412709 0.0 -0.2 0.1
H 2.000278 -5.683876 6.132077 0.6 -0.6 0.4
H 1.355576 -4.807631 7.494002 -0.1 -0.2 0.3
H 3.114258 -4.927961 7.443470 0.0 -0.3 -0.5
H 3.204044 -1.714367 5.147681 0.9 -1.2 -0.3
H 2.532263 -0.371165 4.713275 -0.2 0.9 -1.4
C -4.466077 0.929349 -2.313926 -0.9 -0.9 -1.1
C -5.413480 2.046126 -2.758779 0.3 1.3 0.8
C -6.834656 1.672184 -3.220035 0.0 0.0 0.2
O -7.638670 2.814642 -3.581949 1.4 0.0 0.5
C -8.997348 2.519737 -3.823351 0.4 -0.4 0.4
N -5.387317 2.998613 -1.662329 -1.0 1.2 0.8
H -4.282064 0.319645 -3.198519 0.6 -0.2 0.1
H -4.918925 0.251621 -1.590249 -0.4 0.0 0.1
H -3.548055 1.260648 -1.828560 -0.1 0.4 -0.5
H -4.979522 2.653939 -3.552723 0.3 -0.5 -0.5
H -7.303773 1.162275 -2.378598 -0.3 -0.3 0.0
H -6.742364 1.006716 -4.078367 -0.2 -0.3 -0.1
H -9.057118 1.838857 -4.672421 -0.4 0.1 -0.2
H -9.540939 3.452373 -3.974336 0.2 -0.1 -0.3
H -9.432130 2.038400 -2.947348 -0.2 -0.2 0.1
H -5.653799 2.631273 -0.760019 0.3 -0.9 0.2
H -6.174063 3.618920 -1.790232 0.0 0.7 -0.4
C 0.290112 -4.659490 0.760515 -0.3 0.0 0.4
C -1.103153 -4.594302 1.334844 -1.5 1.4 -0.2
C -1.972475 -3.427061 0.763803 -0.5 -0.4 -0.2
O -3.293622 -3.430210 1.385663 0.2 0.5 0.0
C -4.285302 -2.608902 0.716807 1.3 0.2 0.0
N -1.829644 -5.830396 1.207188 -0.1 -0.7 0.7
H 0.195053 -4.981795 -0.276397 0.6 0.0 0.0
H 0.849106 -5.361528 1.379202 0.0 -0.4 -0.4
H 0.830045 -3.718664 0.867434 -0.2 0.2 -0.4
H -1.041377 -4.356254 2.396739 0.1 -0.2 0.4
H -2.132660 -3.598487 -0.300650 0.1 -0.1 -0.4
H -1.443159 -2.478708 0.856341 -0.2 0.3 0.3
H -3.890659 -1.604305 0.564716 0.3 0.2 -0.1
H -5.183789 -2.431588 1.307893 0.2 -0.8 0.3
H -4.520857 -3.008028 -0.269750 -0.2 -0.2 0.0
H -2.029930 -6.131708 0.264213 0.4 0.2 -0.3
H -2.734459 -5.660871 1.622733 -0.2 -0.2 0.1
C -2.907729 1.417740 1.603982 -0.2 -0.6 1.1
C -2.074088 2.492111 2.391268 -2.2 -2.1 -1.3
C -0.790850 2.735017 1.616743 -0.2 -0.2 0.6
O 0.150053 1.623344 1.566229 -0.9 1.5 0.4
C 1.381889 2.092638 1.064081 1.2 -0.9 -0.1
N -2.942598 3.687757 2.556813 1.5 -0.6 -0.1
H -3.310856 1.688104 0.628023 0.1 0.4 0.0
H -3.722198 1.077846 2.243680 -0.5 0.6 0.0
H -2.413679 0.452010 1.497349 0.8 0.2 -0.3
H -2.003501 2.013282 3.367917 0.8 0.4 0.2
H -0.321217 3.586035 2.110014 0.5 0.2 -0.5
H -1.132697 2.916421 0.597763 0.4 0.6 -0.2
H 1.419497 2.401844 0.019538 -0.8 0.3 -0.2
H 2.028556 1.215196 1.066163 0.2 0.0 0.2
H 1.841501 2.877044 1.665379 -0.2 0.1 0.2
H -3.193495 4.043706 1.645514 -0.3 -0.1 -0.4
H -2.319903 4.399433 2.911620 -0.1 0.5 0.5
C -1.203352 -0.151876 -1.319098 0.9 1.2 -1.6
C 0.309951 -0.431986 -1.118952 -2.7 -0.3 0.2
O 0.321983 -0.675784 0.249029 1.9 -2.1 1.5
H -1.915669 -0.897293 -0.965449 0.7 -0.5 0.1
H -1.342239 -0.049571 -2.395368 -0.6 0.5 -0.1
H -1.464696 0.751052 -0.767265 -0.1 0.3 -0.4
H 1.052141 0.322291 -1.380321 -0.4 0.5 -0.4
H 0.496872 -1.301432 -1.749215 0.6 -0.4 0.6
H 0.120082 0.115644 0.753491 -0.3 0.5 -0.1
```
Forces are in eV/Å.

Calculated values
Relative energy (zero: lowest compared OMol25 entry of this formula, charge and spin) (kJ/mol): 0.00
Net charge: +1
Highest occupied orbital energy (alpha / beta) (eV): -10.7 / -10.7
Spin multiplicity: 2

no.,strongest force on any atom (eV Å⁻¹)
1,2.909
2,3.594